The following is a DFT calculation (ωB97M-V/def2-TZVPD) of a structure of composition C45H98Cl13F3O21Pt in a non-equilibrium geometry.

Atoms and positions in Å:
Pt1 -3.96 0.96 -0.01
C1 -5.55 1.82 -1.94
O1 -4.21 2.50 -1.58
O2 -5.79 0.84 -1.08
C2 -6.52 3.04 -1.90
F1 -7.74 2.65 -2.32
F2 -6.60 3.62 -0.75
F3 -6.15 3.93 -2.83
C3 -3.31 2.76 -2.66
C4 -2.62 3.96 -2.19
H1 -1.96 4.33 -2.98
H2 -3.28 4.77 -1.89
H3 -1.94 3.86 -1.32
H4 -3.92 2.86 -3.57
H5 -2.64 1.88 -2.82
H6 -5.42 1.52 -2.99
Cl1 -0.85 0.53 0.17
O3 -0.99 0.92 -1.20
O4 0.27 1.12 0.82
O5 -1.98 1.18 0.85
O6 -0.82 -0.88 0.30
C5 2.01 5.43 -2.35
Cl2 0.50 6.30 -2.30
Cl3 2.90 6.06 -3.76
H7 2.58 5.52 -1.43
H8 1.80 4.39 -2.56
Cl4 3.80 -1.11 -2.89
C6 2.17 -1.92 -2.63
C7 1.73 -1.89 -1.17
Cl5 2.87 -2.68 -0.06
H9 2.26 -2.88 -3.08
H10 1.45 -1.29 -3.18
H11 0.83 -2.44 -1.10
H12 1.61 -0.84 -0.92
Cl6 0.20 -4.17 -5.78
C8 -1.27 -4.41 -4.83
C9 -1.17 -4.49 -3.34
Cl7 -0.58 -6.04 -2.71
H13 -1.70 -5.38 -5.09
H14 -1.94 -3.59 -5.08
H15 -2.19 -4.43 -2.89
H16 -0.52 -3.67 -2.91
Cl8 2.08 2.75 3.86
C10 1.58 3.66 2.36
C11 0.17 4.11 2.38
Cl9 -0.18 5.27 3.83
H17 1.71 2.97 1.50
H18 2.20 4.57 2.19
H19 -0.47 3.23 2.58
H20 -0.15 4.64 1.43
Cl10 -0.96 -1.09 7.95
C12 0.16 0.01 7.14
C13 -0.42 1.23 6.53
Cl11 -1.51 0.84 5.16
H21 0.76 -0.51 6.40
H22 0.83 0.42 7.92
H23 0.33 1.88 6.19
H24 -1.17 1.66 7.18
Cl12 -3.41 -1.13 -7.84
C14 -3.96 0.26 -6.73
C15 -4.95 -0.18 -5.66
Cl13 -4.21 -1.24 -4.53
H25 -4.44 0.84 -7.50
H26 -3.02 0.72 -6.46
H27 -5.81 -0.66 -6.05
H28 -5.30 0.77 -5.18
C16 3.76 2.44 -6.09
O7 2.54 1.89 -6.70
C17 2.67 0.57 -7.12
C18 1.42 0.13 -7.85
O8 0.24 0.36 -7.11
C19 -0.17 -0.62 -6.15
C20 -0.61 -0.02 -4.83
O9 0.45 0.65 -4.10
C21 0.41 2.06 -4.15
H29 4.35 1.72 -5.42
H30 3.48 3.24 -5.48
H31 4.45 2.73 -6.83
H32 2.86 -0.10 -6.29
H33 3.53 0.40 -7.79
H34 1.56 -0.89 -8.24
H35 1.34 0.79 -8.73
H36 0.67 -1.28 -6.01
H37 -0.98 -1.26 -6.51
H38 -1.16 -0.80 -4.25
H39 -1.38 0.74 -4.99
H40 -0.02 2.47 -5.09
H41 1.39 2.44 -4.14
H42 -0.11 2.37 -3.26
C22 -2.82 -2.28 -1.54
O10 -3.41 -1.44 -0.57
C23 -3.70 -2.13 0.63
C24 -3.49 -1.36 1.96
O11 -4.35 -0.21 1.99
C25 -4.12 0.78 3.04
C26 -5.09 1.91 2.63
O12 -4.65 2.68 1.56
C27 -3.85 3.87 1.78
H43 -2.08 -2.82 -0.99
H44 -2.45 -1.66 -2.34
H45 -3.55 -2.95 -2.01
H46 -3.24 -3.11 0.69
H47 -4.78 -2.38 0.55
H48 -2.41 -1.16 2.03
H49 -3.78 -1.96 2.78
H50 -3.05 1.06 3.02
H51 -4.43 0.35 3.97
H52 -5.23 2.60 3.51
H53 -6.05 1.41 2.44
H54 -4.27 4.51 2.56
H55 -3.94 4.50 0.84
H56 -2.86 3.55 2.00
C28 6.13 -1.43 8.36
O13 4.70 -1.55 8.22
C29 4.23 -2.93 8.31
C30 2.80 -2.96 7.79
O14 2.92 -2.96 6.42
C31 1.74 -3.01 5.77
C32 1.88 -2.68 4.26
O15 2.11 -1.31 4.23
C33 2.38 -0.76 2.96
H57 6.62 -2.11 7.63
H58 6.40 -1.59 9.38
H59 6.36 -0.37 8.06
H60 4.34 -3.13 9.41
H61 4.80 -3.65 7.73
H62 2.25 -2.10 8.08
H63 2.18 -3.79 8.15
H64 0.89 -2.35 6.15
H65 1.24 -4.03 5.80
H66 1.00 -2.98 3.63
H67 2.78 -3.22 3.78
H68 1.65 0.05 2.85
H69 2.28 -1.40 2.15
H70 3.39 -0.40 2.89
C34 -4.76 -4.59 3.12
O16 -3.60 -4.84 2.34
C35 -2.75 -5.77 3.03
C36 -1.52 -5.86 2.16
O17 -0.75 -4.67 2.26
C37 0.24 -4.67 1.21
C38 1.44 -5.48 1.71
O18 1.14 -6.83 1.82
C39 1.27 -7.44 0.54
H71 -5.42 -3.92 2.56
H72 -4.44 -4.29 4.11
H73 -5.36 -5.51 3.29
H74 -3.23 -6.78 3.11
H75 -2.63 -5.40 4.04
H76 -1.79 -6.05 1.15
H77 -0.96 -6.71 2.44
H78 0.58 -3.61 1.10
H79 -0.21 -4.99 0.30
H80 1.72 -5.09 2.69
H81 2.34 -5.26 1.09
H82 1.04 -8.47 0.65
H83 2.23 -7.22 0.08
H84 0.57 -6.98 -0.14
C40 2.66 1.79 -1.27
O19 3.22 2.43 -2.39
C41 4.65 2.32 -2.36
C42 5.24 2.86 -1.15
O20 4.86 4.22 -1.03
C43 5.45 4.91 0.03
C44 4.76 6.20 0.29
O21 3.46 5.97 0.78
C45 2.77 7.29 0.82
H85 2.68 2.51 -0.41
H86 3.16 0.88 -1.07
H87 1.65 1.52 -1.50
H88 4.96 2.79 -3.26
H89 4.83 1.26 -2.44
H90 6.33 2.78 -1.27
H91 4.91 2.28 -0.24
H92 6.53 5.14 -0.27
H93 5.47 4.28 0.93
H94 4.77 6.82 -0.65
H95 5.41 6.67 1.09
H96 3.30 7.99 1.41
H97 1.83 7.13 1.40
H98 2.60 7.58 -0.23

The LUMO energy (spin up / spin down) is 0.3665 / -0.9052 eV. The HOMO-LUMO gap (spin up / spin down) is 8.821 / 8.255 eV. The charge is 0. Its spin multiplicity is 3. As for the maximum force: 4.56 eV/Å.

Atomic partial charges in e from the Mulliken method, atoms 1 to 6: atom 1 (Pt): 2.64, atom 2 (C): 1.09, atom 3 (O): -0.34, atom 4 (O): -0.90, atom 5 (C): 0.84, atom 6 (F): -0.30